1.
The following is a DFT calculation (ωB97M-V/def2-TZVPD) of C5H8N2O2 in the gas phase.

Each line ends with the Löwdin charge.
Atoms and positions in Å:
C 3.72 0.28 -0.23  -0.213
C 2.46 -0.42 -0.35  -0.215
C 1.20 0.39 0.09  -0.257
C -1.24 0.80 0.34  -0.243
C -0.11 0.20 -0.57  -0.329
N 4.71 0.84 -0.16  0.147
N 1.74 -0.64 0.92  0.079
O -2.47 0.80 -0.26  -0.001
O -0.36 -1.21 -0.71  -0.057
H 2.63 -1.14 -1.18  0.157
H 1.32 1.41 0.49  0.155
H -1.16 0.24 1.38  0.175
H -0.89 1.83 0.48  0.113
H -0.05 0.68 -1.64  0.187
H 1.12 -1.48 0.75  0.126
H -3.10 1.05 0.34  0.053
H -0.98 -1.16 -1.49  0.125

Output
Energy above the lowest of the compared OMol25 structures with the same formula, charge and spin ... 85.81 kcal/mol
HOMO-LUMO gap ... 10.49 eV
Structure (SMILES) ... N#C[C@H]1N[C@@H]1[C@@H](O)CO

---

2.
The following is a DFT calculation (ωB97M-V/def2-TZVPD) of C5H8N2O2 in the gas phase.

Each line ends with the Löwdin charge.
Atoms and positions in Å:
C 1.62 0.17 0.30  -0.245
C 0.35 0.83 -0.13  -0.168
C -1.78 -0.41 -0.70  -0.143
C -0.56 -1.40 -0.76  -0.039
C 0.37 -0.64 0.27  -0.369
H 2.88 0.93 -0.99  0.100
H 2.13 0.19 1.33  0.177
H 0.41 0.99 -1.20  0.153
H -0.98 2.44 0.14  0.113
H -2.70 -0.73 -1.13  0.086
H -0.20 -1.35 -1.78  0.102
H -0.95 -2.44 -0.56  0.118
H -0.02 -1.63 1.89  0.109
N -0.88 1.47 0.40  -0.010
N -1.93 0.78 -0.21  0.008
O 2.61 0.07 -0.68  0.001
O -0.23 -0.75 1.55  0.006

Output
Energy above the lowest of the compared OMol25 structures with the same formula, charge and spin ... 122.71 kcal/mol
HOMO-LUMO gap ... 9.62 eV
Structure (SMILES) ... O[C@H]1[C@@H]2NN=CC[C@@]12O

---

3.
The following is a DFT calculation (ωB97M-V/def2-TZVPD) of 2 unconnected molecules or ions with the total composition C5H8N2O2S.

Each line ends with the Löwdin charge.
Atoms and positions in Å:
C -0.66 4.06 1.19  -0.478
C 1.33 -0.50 0.27  -0.172
C 0.29 -1.20 -0.52  -0.214
C 0.51 0.85 0.63  -0.122
C -0.97 -0.89 0.22  -0.561
N -1.20 4.41 2.17  0.217
N -0.85 0.38 0.77  -0.601
O 0.02 3.78 0.32  0.145
O -1.74 1.19 0.82  -0.055
S -0.85 -1.09 1.99  0.887
H 1.55 -0.96 1.23  0.071
H 2.19 -0.29 -0.28  0.086
H 0.06 -1.10 -1.65  0.152
H 0.43 -2.33 -0.41  0.137
H 0.91 1.48 1.45  0.136
H 0.59 1.60 -0.21  0.133
H -1.88 -1.24 -0.26  0.131
H -2.01 4.28 2.76  0.109

Output
Energy above the lowest of the compared OMol25 structures with the same formula, charge and spin ... 119.59 kcal/mol
HOMO-LUMO gap ... 9.02 eV
Structure (SMILES) ... [O-][N@+]12CCC[C@H]1S2.N=C=O

---

4.
The following is a DFT calculation (ωB97M-V/def2-TZVPD) of a molecular structure, C5H8N2O3.

Each line ends with the Löwdin charge.
Atoms and positions in Å:
C -1.31 0.07 0.46  -0.103
C -2.60 -0.38 0.60  -0.180
C 2.98 0.20 0.51  -0.636
C 0.69 0.35 -0.88  -0.345
C 1.66 0.77 0.78  0.081
N -0.52 -0.15 -0.69  0.103
N -3.16 -1.35 -0.26  0.035
O 3.57 0.54 -0.65  0.032
O 3.62 -0.45 1.28  0.103
O 1.29 0.37 -1.88  0.110
H -0.94 0.74 1.14  0.073
H -2.99 -0.28 1.54  0.081
H 1.73 1.84 0.39  0.133
H 1.16 0.38 1.65  0.088
H -0.87 -0.82 -1.26  0.111
H -4.12 -1.12 0.02  0.083
H -3.05 -1.28 -1.28  0.089
H 2.87 0.57 -1.48  0.144

Output
Energy above the lowest of the compared OMol25 structures with the same formula, charge and spin ... 63.10 kcal/mol
HOMO-LUMO gap ... 9.01 eV